C46H110N10O18 | ωB97M-V/def2-TZVPD

As for the spin multiplicity: 1. The calculation puts the gap between HOMO and LUMO at 8.797 eV. The value obtained for the LUMO energy is -0.02 eV. The total energy is -101236.63787 eV. The energy above the lowest of the compared OMol25 structures with the same formula, charge and spin comes out at 74.6 kcal per mole. For the maximum force, the calculation gives 5.48 eV Å⁻¹. The HOMO energy comes out at -8.817 eV.

```
184
Properties=species:S:1:pos:R:3:lowdin_charge:R:1
C -2.96364 -1.14501 -1.48813 -0.093
O -3.83598 -1.66706 -2.48646 -0.181
C -4.31986 -3.03682 -2.42007 -0.165
C -5.39893 -3.37115 -1.34398 -0.151
O -4.63116 -3.63734 -0.13179 -0.248
C -5.33406 -3.68704 1.09061 -0.105
H -3.61140 -1.01373 -0.62137 0.083
H -2.50046 -0.18203 -1.70316 0.064
H -2.13792 -1.81287 -1.24269 0.075
H -3.54638 -3.78943 -2.26707 0.098
H -4.73587 -3.26050 -3.40241 0.118
H -6.02060 -4.21558 -1.64158 0.118
H -6.07534 -2.51913 -1.27592 0.121
H -6.06779 -4.49174 1.04376 0.086
H -5.63838 -2.66883 1.33299 0.096
H -4.69802 -4.17406 1.82977 0.082
C 4.02963 -6.13829 -4.94608 -0.123
O 2.77476 -5.52959 -5.10064 -0.159
C 1.70259 -6.37629 -4.72751 -0.201
C 0.40358 -5.71337 -5.14451 -0.153
O 0.48021 -4.34155 -4.66167 -0.202
C -0.58089 -3.51016 -5.01653 -0.126
H 4.66296 -5.83318 -4.11307 0.070
H 4.72818 -6.04452 -5.77753 0.085
H 3.96253 -7.22062 -4.83582 0.084
H 1.76083 -6.69618 -3.68714 0.129
H 1.72435 -7.30802 -5.29276 0.120
H -0.52026 -6.13632 -4.74989 0.123
H 0.20472 -5.66256 -6.21501 0.120
H -0.95521 -3.65005 -6.03064 0.084
H -0.50245 -2.42745 -4.91806 0.070
H -1.41368 -3.82640 -4.38839 0.079
C 1.56757 0.43962 2.56701 -0.144
O 0.33078 -0.02652 2.18826 -0.204
C -0.29901 0.65285 1.10993 -0.157
C 0.51630 0.60924 -0.21707 -0.136
O -0.38227 0.58691 -1.38607 -0.244
C 0.22102 -0.09371 -2.53479 -0.081
H 2.31498 0.26573 1.79290 0.065
H 1.98615 -0.24110 3.30830 0.065
H 1.43900 1.43838 2.98420 0.099
H -0.41159 1.69496 1.40899 0.097
H -1.29740 0.26369 0.91023 0.119
H 1.07679 -0.32300 -0.28694 0.103
H 1.17562 1.45653 -0.40544 0.110
H -0.48688 -0.47654 -3.26992 0.076
H 0.92602 -0.89324 -2.30712 0.075
H 0.74730 0.65770 -3.12345 0.075
C 4.17022 1.09262 -4.23285 -0.121
O 3.84431 -0.23906 -4.03119 -0.160
C 3.94065 -0.72067 -2.71207 -0.197
C 5.40147 -0.69589 -2.18716 -0.161
O 6.25710 -1.45600 -3.05356 -0.158
C 6.14533 -2.85356 -3.02682 -0.119
H 4.18515 1.62021 -3.27916 0.067
H 3.42927 1.68296 -4.77192 0.086
H 5.10694 1.37386 -4.71407 0.096
H 3.58005 -1.73118 -2.51987 0.082
H 3.30917 -0.20376 -1.98947 0.103
H 5.41428 -0.99978 -1.14045 0.115
H 5.76128 0.33267 -2.16095 0.098
H 5.17166 -3.22783 -3.34304 0.070
H 6.43968 -3.35021 -2.10227 0.090
H 6.85425 -3.40969 -3.64021 0.085
C -1.37294 -0.31344 -8.16374 -0.012
C -0.45927 -0.16795 -7.02936 -0.611
O -0.77713 0.57498 -6.15063 0.060
N 0.75355 -0.72756 -7.23051 0.017
C 1.70609 -0.76527 -6.16582 -0.068
H -1.95176 0.54808 -8.49670 0.092
H -2.15515 -1.04196 -7.95044 0.087
H -0.83510 -0.75008 -9.00527 0.073
H 0.90362 -1.23440 -8.09115 0.136
H 2.73920 -0.54754 -6.43670 0.086
H 1.67383 -1.79142 -5.79964 0.082
H 1.42064 -0.07794 -5.36946 0.071
C 5.79411 2.87895 -0.79730 -0.004
C 5.18465 2.14599 0.39079 -0.519
O 4.23750 1.35064 0.33275 0.005
N 5.70109 2.46136 1.60497 0.002
C 5.22667 1.95187 2.92722 -0.035
H 5.11118 2.64490 -1.61395 0.055
H 6.80796 2.60418 -1.08835 0.085
H 5.82210 3.96844 -0.81588 0.082
H 6.61517 2.88388 1.52722 0.126
H 4.88577 2.81541 3.49834 0.076
H 6.10908 1.47319 3.35188 0.083
H 4.51844 1.14188 2.75276 0.063
C -2.81159 6.62409 0.19938 0.027
C -1.67238 5.77790 0.81129 -0.591
O -1.41821 5.90947 2.01569 -0.019
N -0.94526 5.08116 -0.00327 0.050
C 0.30942 4.42017 0.49893 -0.011
H -2.42176 6.93936 -0.76848 0.073
H -3.03651 7.44567 0.87947 0.085
H -3.64367 5.95221 -0.01111 0.048
H -1.00451 5.16667 -1.00790 0.091
H 0.36210 3.45295 -0.00089 0.050
H 0.42757 4.27641 1.57293 0.080
H 1.08380 5.03023 0.03388 0.089
C -0.96421 -0.04583 5.56436 0.010
C -0.93027 -0.44576 6.98844 -0.576
O -0.50416 -1.57239 7.23175 0.022
N -1.17631 0.43054 7.95969 0.018
C -1.24382 -0.04748 9.32985 -0.076
H -0.07172 0.44654 5.17817 0.082
H -1.88461 0.43002 5.22594 0.071
H -0.99415 -1.00979 5.05643 0.082
H -1.31881 1.42918 7.90963 0.132
H -0.32334 0.03969 9.90709 0.078
H -1.52552 -1.09965 9.37099 0.088
H -1.97483 0.56940 9.85252 0.080
C -1.19105 2.85239 -3.42038 0.004
C -1.72761 4.23564 -3.34662 -0.530
O -1.00400 5.18500 -3.00907 -0.012
N -3.05847 4.42946 -3.51628 0.018
C -3.76408 5.70767 -3.41748 -0.056
H -0.99585 2.67482 -4.47796 0.086
H -1.85927 2.00993 -3.24198 0.079
H -0.39009 2.74094 -2.68953 0.076
H -3.72287 3.66877 -3.51960 0.137
H -4.36370 5.68504 -2.50752 0.060
H -4.50093 5.54077 -4.20316 0.079
H -3.20551 6.61904 -3.63080 0.091
C 2.99962 -4.30216 -1.61458 0.014
C 3.53190 -3.97931 -0.23056 -0.538
O 4.15988 -4.88378 0.33243 0.008
N 3.40078 -2.77469 0.37838 0.032
C 3.70679 -2.40368 1.80606 -0.014
H 3.72336 -4.78546 -2.27087 0.068
H 2.67707 -3.35234 -2.04110 0.050
H 2.11615 -4.91026 -1.42013 0.087
H 2.85887 -2.14665 -0.19782 0.097
H 3.68094 -3.31552 2.40270 0.086
H 2.92589 -1.76094 2.21246 0.047
H 4.65875 -1.87343 1.83285 0.081
C 3.78304 2.70273 6.84180 0.000
C 3.25112 1.42477 6.24261 -0.561
O 3.11764 1.31184 5.04038 0.028
N 2.87620 0.45440 7.08674 0.027
C 2.56597 -0.93944 6.65704 -0.039
H 2.99856 3.44084 7.00880 0.081
H 4.39241 3.23005 6.10784 0.080
H 4.14035 2.60005 7.86644 0.077
H 2.76161 0.67984 8.06456 0.131
H 1.96911 -1.31215 7.48948 0.068
H 3.38826 -1.65144 6.72762 0.082
H 2.00699 -1.03302 5.72598 0.074
C -1.52546 -4.59614 -0.55050 0.014
C -0.72312 -4.94327 0.74068 -0.517
O 0.04697 -5.91245 0.80212 0.000
N -0.91221 -4.23513 1.85708 0.015
C -1.57818 -2.98604 2.09277 -0.065
H -0.93818 -4.19456 -1.37629 0.074
H -2.35038 -3.90154 -0.39192 0.021
H -1.89937 -5.58047 -0.83226 0.088
H -0.55311 -4.71967 2.66725 0.144
H -1.88711 -2.83335 3.12686 0.088
H -2.50511 -2.79978 1.55037 0.062
H -0.88117 -2.23806 1.71488 0.073
C -7.29537 4.59417 1.17897 0.000
C -6.02486 4.21355 0.40917 -0.623
O -5.75591 4.80946 -0.57919 0.063
N -5.44583 3.18491 0.98079 0.037
C -4.15884 2.81186 0.42766 -0.062
H -7.70296 5.36869 0.52929 0.074
H -7.25100 4.90077 2.22402 0.078
H -8.01151 3.77677 1.09471 0.075
H -5.66622 2.79089 1.88426 0.105
H -3.70892 2.00717 1.00915 0.071
H -3.38525 3.57969 0.41825 0.068
H -4.38389 2.39565 -0.55429 0.087
C -4.59793 2.00405 6.30163 0.006
C -4.26109 2.58831 4.90711 -0.523
O -5.02748 2.52300 3.91551 0.001
N -3.01230 3.03304 4.85994 0.006
C -2.42453 3.48672 3.57545 -0.038
H -3.69286 2.05095 6.90723 0.048
H -5.04094 1.00830 6.31997 0.085
H -5.32495 2.70384 6.71374 0.080
H -2.43787 3.16147 5.68069 0.126
H -1.52523 4.03518 3.85573 0.086
H -3.00727 4.20939 3.00425 0.075
H -2.41678 2.56756 2.98962 0.075
```